The following is a DFT calculation (ωB97M-V/def2-TZVPD) of a 2-piece molecular cluster, C4H13N4 overall in a non-equilibrium geometry.

Each line ends with the Mulliken charge.
Atoms and positions in Å:
N: -1.3653 -1.8021 1.0708  -0.447
C: -0.8990 -1.1182 -0.4282  0.533
N: 0.0995 -2.0729 -1.0682  -0.681
N: -2.0133 -1.3324 -1.1746  -0.475
H: -1.5626 -0.9672 1.6213  0.290
H: -2.2886 -2.0970 0.7586  0.300
H: 0.6258 -2.1875 -0.2029  0.303
H: -0.5487 -2.8519 -1.1231  0.330
H: -2.7736 -0.6964 -0.9514  0.273
H: -1.7498 -1.4141 -2.1574  0.279
C: 1.9685 0.0262 0.0443  -1.181
C: 1.5007 1.4331 0.0043  -0.177
C: 0.4414 1.9003 0.7128  0.124
N: 0.2475 3.2634 0.8388  -0.428
H: 1.4410 -0.5693 0.7988  0.265
H: 1.7520 -0.4380 -0.9246  0.348
H: 3.0574 -0.0354 0.1202  0.436
H: 2.1001 2.1671 -0.5115  0.268
H: -0.3552 1.2612 1.0821  0.233
H: -0.6847 3.6389 0.8410  0.207
H: 1.0071 3.8925 0.6490  0.199

Output
Energy relative to the best compared isomer or geometry (same formula, charge and spin) ... 147.89 kcal per mole
Energy ... -378.800088 a.u.
Frontier orbital gap ... 4.2 eV
Net charge ... +1